1.
ORCA calculation (ωB97M-V with the def2-TZVPD basis set) on C57H83N3O3P3SSiTi as an isolated structure at a distorted geometry.

Computed properties:
Kohn-Sham gap (spin up / spin down), eV: 4.392 / 5.151
Spin multiplicity: 2
⟨S²⟩: 0.78
LUMO energy (spin up / spin down), Eh: 0.153 / 0.153
Energy above the lowest of the compared OMol25 structures with the same formula, charge and spin, kJ/mol: 16.9
Net charge: -2

Each line ends with the Löwdin spin population.
Element x y z (Å)
1 Ti -0.830 -0.654 1.068  0.004
2 C 1.536 5.977 -0.914  0.000
3 C 0.129 5.384 -1.020  0.000
4 C -0.910 6.475 -0.787  0.000
5 P 0.040 3.753 -0.083  0.000
6 C 0.589 4.183 1.656  0.000
7 C 1.215 2.931 2.281  0.002
8 C -0.386 4.829 2.639  0.000
9 C -1.775 3.407 -0.101  0.000
10 C -2.693 4.290 0.476  0.000
11 C -4.058 4.060 0.430  0.000
12 C -4.526 2.916 -0.200  0.000
13 C -3.624 2.029 -0.766  0.000
14 C -2.237 2.239 -0.750  0.000
15 Si -1.056 0.802 -1.367  0.001
16 C -2.161 -0.089 -2.763  0.000
17 C -3.048 0.661 -3.554  0.000
18 C -3.741 0.136 -4.629  0.000
19 C -3.554 -1.192 -4.987  0.000
20 C -2.695 -1.966 -4.233  0.000
21 C -2.015 -1.452 -3.119  0.000
22 P -1.017 -2.553 -2.041  0.001
23 C 0.483 -2.981 -3.068  0.000
24 C 0.322 -3.259 -4.560  0.000
25 C 1.258 -4.094 -2.359  0.000
26 C -1.990 -4.153 -1.942  0.000
27 C -3.395 -3.838 -1.432  0.000
28 C -2.062 -5.160 -3.092  0.000
29 C -0.080 1.869 -2.748  0.000
30 C -0.748 2.949 -3.349  0.000
31 C -0.216 3.681 -4.397  0.000
32 C 1.053 3.382 -4.874  0.000
33 C 1.759 2.352 -4.274  0.000
34 C 1.212 1.590 -3.237  0.000
35 P 2.128 0.237 -2.404  0.001
36 C 3.266 -0.513 -3.711  0.000
37 C 2.492 -0.769 -5.011  0.000
38 C 4.641 0.087 -4.005  0.000
39 C 3.175 1.223 -1.216  0.001
40 C 4.037 0.318 -0.337  0.002
41 C 3.987 2.410 -1.729  0.000
42 H 1.710 6.684 -1.730  0.000
43 H 2.303 5.206 -0.968  0.000
44 H 1.667 6.520 0.024  0.000
45 H 0.008 5.039 -2.054  0.000
46 H -0.850 6.884 0.225  0.000
47 H -1.924 6.114 -0.952  0.000
48 H -0.731 7.302 -1.484  0.000
49 H 1.404 4.887 1.465  0.000
50 H 0.453 2.181 2.488  0.001
51 H 1.706 3.180 3.227  0.000
52 H 1.958 2.480 1.619  0.000
53 H -1.208 4.148 2.862  0.000
54 H -0.792 5.773 2.269  0.000
55 H 0.134 5.037 3.580  0.000
56 H -2.341 5.175 0.987  0.000
57 H -4.744 4.761 0.893  0.000
58 H -5.590 2.705 -0.234  0.000
59 H -4.007 1.114 -1.202  0.000
60 H -3.219 1.701 -3.313  0.000
61 H -4.424 0.765 -5.190  0.000
62 H -4.072 -1.617 -5.839  0.000
63 H -2.547 -3.001 -4.514  0.000
64 H 1.080 -2.071 -2.952  0.000
65 H -0.191 -4.203 -4.747  0.000
66 H 1.310 -3.324 -5.029  0.000
67 H -0.231 -2.468 -5.065  0.000
68 H 0.738 -5.053 -2.411  0.000
69 H 1.397 -3.839 -1.308  0.001
70 H 2.245 -4.225 -2.815  0.000
71 H -1.458 -4.648 -1.119  0.000
72 H -3.880 -4.754 -1.078  0.000
73 H -4.010 -3.419 -2.234  0.000
74 H -3.378 -3.119 -0.615  0.000
75 H -2.623 -4.775 -3.946  0.000
76 H -2.597 -6.049 -2.738  0.000
77 H -1.086 -5.485 -3.445  0.000
78 H -1.718 3.244 -2.970  0.000
79 H -0.786 4.498 -4.829  0.000
80 H 1.493 3.950 -5.686  0.000
81 H 2.761 2.142 -4.622  0.000
82 H 3.449 -1.498 -3.263  0.000
83 H 2.569 0.082 -5.687  0.000
84 H 1.430 -0.939 -4.830  0.000
85 H 2.889 -1.646 -5.530  0.000
86 H 4.572 1.082 -4.445  0.000
87 H 5.174 -0.552 -4.719  0.000
88 H 5.252 0.158 -3.106  0.000
89 H 2.374 1.630 -0.583  0.000
90 H 4.924 -0.031 -0.876  0.000
91 H 3.470 -0.547 0.006  0.001
92 H 4.382 0.865 0.544  0.000
93 H 4.877 2.092 -2.273  0.000
94 H 4.327 3.001 -0.872  0.000
95 H 3.401 3.066 -2.373  0.000
96 C 3.211 -3.696 4.363  0.003
97 C 3.963 -2.802 3.379  0.003
98 N 3.267 -2.601 2.120  0.054
99 C 3.421 -3.672 1.152  0.006
100 C 4.558 -3.433 0.163  0.002
101 C 2.201 -1.703 2.073  0.098
102 S 1.527 -1.392 0.494  0.049
103 N 1.901 -1.159 3.218  0.026
104 C 0.875 -0.317 3.468  0.261
105 O -0.113 -0.099 2.597  0.082
106 C 0.826 0.304 4.756  0.041
107 C 1.870 0.128 5.695  0.085
108 C 1.817 0.724 6.940  0.002
109 C 0.733 1.522 7.311  0.116
110 C -0.301 1.706 6.392  0.003
111 C -0.264 1.115 5.144  0.084
112 H 3.828 -3.913 5.239  0.000
113 H 2.932 -4.644 3.897  0.000
114 H 2.302 -3.190 4.686  0.001
115 H 4.941 -3.235 3.142  0.000
116 H 4.129 -1.826 3.834  0.001
117 H 2.488 -3.781 0.604  0.001
118 H 3.596 -4.605 1.700  0.001
119 H 4.367 -2.514 -0.386  0.000
120 H 4.627 -4.258 -0.552  0.000
121 H 5.518 -3.341 0.676  0.000
122 H 2.715 -0.488 5.416  0.007
123 H 2.633 0.568 7.637  -0.003
124 H 0.701 1.992 8.286  0.010
125 H -1.150 2.329 6.654  -0.003
126 H -1.059 1.288 4.437  0.006
127 O -2.192 2.167 2.686  0.000
128 C -2.993 1.322 2.330  0.000
129 C -4.440 1.331 2.811  0.000
130 C -5.095 0.238 1.990  0.000
131 C -3.953 -0.306 1.138  0.000
132 O -4.136 -1.115 0.250  0.001
133 N -2.755 0.280 1.470  0.000
134 H -4.854 2.324 2.635  0.000
135 H -4.443 1.145 3.886  0.000
136 H -5.879 0.603 1.325  0.000
137 H -5.506 -0.585 2.578  0.000
138 C -3.100 -3.821 2.657  0.002
139 C -1.750 -3.127 2.895  0.005
140 C -0.707 -4.198 3.268  0.002
141 C -1.893 -2.170 4.082  0.003
142 C -1.326 -2.436 1.609  0.028
143 H -3.449 -4.328 3.567  0.000
144 H -3.006 -4.565 1.861  0.000
145 H -3.853 -3.097 2.339  0.000
146 H -0.896 -4.617 4.265  0.000
147 H 0.292 -3.755 3.262  0.001
148 H -0.721 -5.017 2.542  0.000
149 H -2.375 -2.674 4.928  0.000
150 H -2.491 -1.297 3.812  0.001
151 H -0.919 -1.811 4.415  0.001
152 H -1.182 -3.199 0.833  0.002

---

2.
ORCA calculation (ωB97M-V with the def2-TZVPD basis set) on a 2-piece molecular cluster, FH3OP2 overall at a distorted geometry.

Computed properties:
Kohn-Sham gap (spin up / spin down), eV: 7.200 / 7.155
Spin multiplicity: 1
LUMO energy (spin up / spin down), Eh: -0.057 / -0.052
Energy above the lowest of the compared OMol25 structures with the same formula, charge and spin, kJ/mol: 380.7

Each line ends with the Löwdin charge.
Element x y z (Å)
1 O 0.768 -0.265 0.415  -0.504
2 F -3.056 0.059 -0.519  -0.521
3 P -0.472 -1.229 0.050  0.531
4 P -1.928 0.376 0.633  0.645
5 H 0.633 0.468 -0.143  -0.101
6 H -0.332 -2.206 1.011  -0.120
7 H -0.661 1.809 -1.133  0.072

---

3.
ORCA calculation (ωB97M-V with the def2-TZVPD basis set) on C49H67N9O2P2Ti as an isolated structure at a distorted geometry.

Computed properties:
Kohn-Sham gap (spin up / spin down), eV: 5.990 / 5.939
Spin multiplicity: 2
⟨S²⟩: 0.77
LUMO energy (spin up / spin down), Eh: -0.096 / -0.104
Energy above the lowest of the compared OMol25 structures with the same formula, charge and spin, kJ/mol: 273.0
Net charge: +1

Each line ends with the Löwdin spin population.
Element x y z (Å)
1 Ti 1.502 -0.014 0.379  0.112
2 C -3.938 0.991 -3.347  0.000
3 C -3.413 0.937 -1.914  0.000
4 C -4.513 0.460 -0.957  0.000
5 P -1.813 0.059 -1.541  0.000
6 C -1.780 -1.577 -2.470  0.000
7 C -1.507 -1.716 -3.966  0.000
8 C -3.043 -2.369 -2.132  0.000
9 C -0.596 1.075 -2.452  0.001
10 C -0.725 1.277 -3.833  0.000
11 C 0.234 1.905 -4.606  0.000
12 C 0.048 2.101 -6.084  0.000
13 C 1.389 2.336 -3.958  0.000
14 C 1.521 2.197 -2.594  0.001
15 C 0.530 1.606 -1.805  0.001
16 N 0.657 1.606 -0.376  0.010
17 C 0.572 2.903 0.207  0.001
18 C 0.709 4.089 -0.521  0.000
19 C 0.607 5.331 0.085  0.000
20 C 0.336 5.467 1.439  0.000
21 C 0.192 6.810 2.098  0.000
22 C 0.165 4.291 2.155  0.000
23 C 0.289 3.034 1.577  0.001
24 P -0.073 1.520 2.492  0.012
25 C 0.317 1.885 4.291  0.005
26 C 1.549 2.779 4.488  0.003
27 C -0.831 2.394 5.168  0.001
28 C -1.924 1.418 2.239  0.002
29 C -2.668 0.550 3.268  0.000
30 C -2.686 2.723 2.022  0.001
31 H -4.919 1.471 -3.366  0.000
32 H -3.286 1.568 -4.002  0.000
33 H -4.053 -0.006 -3.774  0.000
34 H -3.151 1.959 -1.612  0.000
35 H -4.951 -0.479 -1.299  0.000
36 H -4.132 0.313 0.053  0.000
37 H -5.320 1.193 -0.912  0.000
38 H -0.946 -2.074 -1.966  0.000
39 H -2.308 -1.296 -4.577  0.000
40 H -0.571 -1.253 -4.260  0.000
41 H -1.432 -2.780 -4.208  0.000
42 H -3.909 -1.982 -2.674  0.000
43 H -2.903 -3.414 -2.423  0.000
44 H -3.268 -2.335 -1.066  0.000
45 H -1.611 0.913 -4.333  0.000
46 H -0.873 1.633 -6.431  0.000
47 H 0.001 3.162 -6.334  0.000
48 H 0.880 1.672 -6.643  0.000
49 H 2.188 2.802 -4.522  0.000
50 H 2.413 2.570 -2.114  0.000
51 H 0.893 4.072 -1.582  0.000
52 H 0.741 6.215 -0.527  0.000
53 H 0.515 7.609 1.432  0.000
54 H -0.847 7.004 2.371  0.000
55 H 0.788 6.869 3.009  0.000
56 H -0.105 4.361 3.202  0.000
57 H 0.596 0.888 4.655  0.001
58 H 1.261 3.826 4.583  0.000
59 H 2.046 2.494 5.417  0.000
60 H 2.276 2.695 3.685  0.001
61 H -1.294 3.289 4.753  0.000
62 H -1.607 1.650 5.325  0.000
63 H -0.435 2.661 6.151  0.000
64 H -1.921 0.880 1.282  0.000
65 H -3.172 1.178 4.002  0.000
66 H -3.442 -0.048 2.780  0.000
67 H -2.026 -0.125 3.838  0.000
68 H -2.699 3.341 2.921  0.000
69 H -2.264 3.313 1.210  0.000
70 H -3.725 2.492 1.769  0.000
71 C 4.194 -2.295 -4.057  -0.001
72 C 5.121 -1.883 -3.109  0.000
73 C 4.736 -1.063 -2.062  -0.001
74 C 3.414 -0.633 -1.952  0.000
75 C 2.488 -1.045 -2.907  -0.001
76 C 2.877 -1.875 -3.946  0.000
77 N 3.015 0.184 -0.871  -0.007
78 C 3.778 1.311 -0.549  0.026
79 C 4.650 2.005 -1.394  -0.006
80 C 5.331 3.114 -0.925  0.026
81 C 5.179 3.555 0.391  -0.008
82 C 4.330 2.879 1.247  0.024
83 C 3.623 1.790 0.760  0.007
84 N 2.806 0.937 1.510  0.264
85 N 3.145 0.699 2.759  0.280
86 C 2.846 -0.593 3.073  0.032
87 C 3.087 -1.090 4.366  0.044
88 C 3.033 -2.446 4.567  0.016
89 C 2.756 -3.294 3.487  0.059
90 C 2.468 -2.725 2.265  0.008
91 N 2.456 -1.404 2.060  0.073
92 H 4.497 -2.937 -4.873  0.000
93 H 6.150 -2.209 -3.180  0.000
94 H 5.457 -0.756 -1.314  0.000
95 H 1.463 -0.704 -2.834  0.000
96 H 2.144 -2.189 -4.679  0.000
97 H 4.793 1.662 -2.412  0.000
98 H 5.999 3.643 -1.592  0.002
99 H 5.732 4.415 0.741  -0.001
100 H 4.205 3.178 2.278  0.001
101 H 3.358 -0.396 5.148  0.002
102 H 3.240 -2.860 5.545  0.000
103 H 2.776 -4.369 3.594  0.003
104 H 2.246 -3.340 1.400  -0.001
105 N -0.475 -1.491 1.824  0.001
106 C -0.723 -2.692 1.056  0.000
107 C -0.758 -3.960 1.920  0.001
108 C -1.322 -5.244 1.311  0.000
109 C -2.830 -5.436 1.472  0.000
110 N -3.671 -4.916 0.387  0.000
111 C -3.885 -5.568 -0.747  0.000
112 N -3.150 -6.638 -1.052  0.000
113 N -4.868 -5.193 -1.569  0.000
114 C 0.327 -2.806 -0.057  0.000
115 O 0.480 -3.856 -0.650  0.000
116 O 0.981 -1.713 -0.310  0.001
117 H 0.258 -1.653 2.509  0.000
118 H -1.299 -1.198 2.332  0.000
119 H -1.666 -2.540 0.521  0.000
120 H -1.310 -3.729 2.838  0.000
121 H 0.268 -4.161 2.232  0.001
122 H -0.858 -6.086 1.827  0.000
123 H -1.010 -5.303 0.265  0.000
124 H -3.180 -4.953 2.385  0.000
125 H -3.073 -6.496 1.578  0.000
126 H -4.164 -4.050 0.527  0.000
127 H -2.290 -6.817 -0.561  0.000
128 H -3.317 -7.154 -1.898  0.000
129 H -5.454 -4.408 -1.344  0.000
130 H -4.939 -5.571 -2.498  0.000

---

4.
ORCA calculation (ωB97M-V with the def2-TZVPD basis set) on C26H26BHfN9O2 as an isolated structure at a distorted geometry.

Computed properties:
Kohn-Sham gap (spin up / spin down), eV: 7.740 / 4.241
Spin multiplicity: 2
⟨S²⟩: 0.76
LUMO energy (spin up / spin down), Eh: -0.342 / -0.470
Energy above the lowest of the compared OMol25 structures with the same formula, charge and spin, kJ/mol: 34.2
Net charge: +3

Each line ends with the Löwdin spin population.
Element x y z (Å)
1 Hf -0.738 0.119 1.522  0.000
2 C 1.924 -1.857 2.963  0.000
3 C 1.740 -1.878 1.492  0.000
4 C 2.466 -2.524 0.490  0.000
5 C 1.787 -2.271 -0.685  0.000
6 N 0.713 -1.498 -0.421  0.000
7 N 0.695 -1.248 0.929  0.000
8 B -0.589 -1.216 -1.228  0.019
9 N -0.890 0.330 -1.304  0.011
10 C -1.080 1.096 -2.403  0.002
11 C -1.729 2.257 -2.045  0.000
12 C -1.938 2.157 -0.665  0.001
13 C -2.673 3.044 0.262  0.000
14 N -1.412 1.002 -0.229  0.002
15 N -1.738 -1.871 -0.424  0.003
16 C -2.548 -2.929 -0.641  0.002
17 C -3.357 -3.113 0.462  0.000
18 C -2.980 -2.121 1.374  0.000
19 C -3.408 -1.781 2.749  0.000
20 N -2.006 -1.383 0.823  0.000
21 N -0.510 -1.730 -2.651  0.245
22 C -1.572 -2.019 -3.491  0.065
23 C -1.057 -2.418 -4.684  0.042
24 C 0.365 -2.319 -4.527  0.262
25 C 1.400 -2.612 -5.497  0.074
26 N 0.633 -1.892 -3.274  0.212
27 H 2.208 -2.849 3.316  0.000
28 H 0.989 -1.566 3.465  0.000
29 H 2.728 -1.182 3.257  0.000
30 H 3.358 -3.101 0.627  0.000
31 H 2.021 -2.573 -1.687  0.000
32 H -0.737 0.797 -3.375  0.000
33 H -2.022 3.073 -2.676  0.000
34 H -3.596 3.388 -0.210  0.000
35 H -2.095 3.936 0.507  0.000
36 H -2.935 2.503 1.182  0.000
37 H -2.519 -3.516 -1.539  0.001
38 H -4.106 -3.870 0.581  0.000
39 H -4.234 -2.404 3.076  0.000
40 H -3.725 -0.734 2.803  0.000
41 H -2.570 -1.923 3.439  0.000
42 H -2.588 -1.906 -3.180  0.000
43 H -1.577 -2.736 -5.563  0.000
44 H 1.035 -2.500 -6.518  0.009
45 H 1.703 -3.669 -5.430  0.039
46 H 2.308 -2.039 -5.308  0.008
47 O -0.980 1.804 5.079  0.000
48 C -0.701 1.460 3.972  0.000
49 O -1.292 0.511 3.282  0.000
50 C 0.441 2.138 3.207  0.000
51 C 1.146 3.176 3.818  0.000
52 C 2.161 3.789 3.116  0.000
53 C 2.467 3.353 1.814  0.000
54 C 3.489 3.936 1.028  0.000
55 C 3.763 3.465 -0.231  0.000
56 C 3.028 2.391 -0.762  0.000
57 C 2.019 1.808 -0.034  0.000
58 C 1.710 2.273 1.262  0.000
59 N 0.696 1.688 1.972  0.000
60 H 0.869 3.465 4.820  0.000
61 H 2.725 4.598 3.558  0.000
62 H 4.047 4.762 1.444  0.000
63 H 4.550 3.921 -0.813  0.000
64 H 3.269 2.031 -1.751  0.000
65 H 1.449 0.979 -0.442  0.000

---

5.
ORCA calculation (ωB97M-V with the def2-TZVPD basis set) on an isolated ion of composition C8H15N2 and charge +1 at a distorted geometry.

Computed properties:
Kohn-Sham gap, eV: 8.931
Spin multiplicity: 1
LUMO energy, Eh: -0.139
Energy above the lowest of the compared OMol25 structures with the same formula, charge and spin, kJ/mol: 343.9
Net charge: +1

Each line ends with the Löwdin charge.
Element x y z (Å)
1 C 2.762 -0.431 -0.380  -0.044
2 C 2.674 0.946 -0.496  -0.027
3 C 1.709 -1.263 0.107  -0.120
4 C 1.525 1.794 -0.203  -0.225
5 C 0.243 1.227 -0.489  -0.184
6 C -0.077 -0.097 0.221  -0.309
7 C -0.486 0.029 1.633  -0.017
8 C -2.202 -1.078 -0.483  -0.001
9 N 1.293 -2.483 0.207  0.114
10 N -0.746 -1.067 -0.566  -0.022
11 H 3.751 -0.840 -0.823  0.146
12 H 3.460 1.520 -0.916  0.110
13 H 1.557 2.335 0.748  0.146
14 H 1.570 2.619 -0.969  0.152
15 H -0.479 1.990 -0.175  0.138
16 H 0.076 1.271 -1.556  0.130
17 H -0.322 -0.949 2.139  0.122
18 H -1.534 0.192 1.715  0.074
19 H -0.271 0.938 2.072  0.076
20 H -2.724 -1.962 -0.801  0.100
21 H -2.568 -1.153 0.539  0.096
22 H -2.533 -0.111 -1.012  0.149
23 H 1.978 -3.213 0.370  0.088
24 H -0.452 -0.892 -1.533  0.187
25 H -0.406 -2.011 -0.320  0.120

---

6.
ORCA calculation (ωB97M-V with the def2-TZVPD basis set) on an isolated ion of composition C3H6BrN2S and charge +1 at a distorted geometry.

Computed properties:
Kohn-Sham gap, eV: 10.606
Spin multiplicity: 1
LUMO energy, Eh: -0.139
Energy above the lowest of the compared OMol25 structures with the same formula, charge and spin, kJ/mol: 11.5
Net charge: +1

Each line ends with the Löwdin charge.
Element x y z (Å)
1 C -0.714 -0.724 0.279  -0.658
2 C 1.215 0.659 0.038  -0.147
3 C -0.016 1.677 -0.411  -0.894
4 N 0.647 -0.717 0.318  0.053
5 N -1.322 -1.862 0.503  0.188
6 S -1.557 0.742 0.091  1.057
7 Br 0.132 2.072 -2.259  0.777
8 H 1.784 0.512 -0.811  0.058
9 H 1.699 1.036 0.995  0.152
10 H 0.051 2.514 0.166  0.011
11 H 1.184 -1.454 -0.069  0.148
12 H -0.768 -2.640 0.632  0.114
13 H -2.336 -1.817 0.528  0.142